Density functional theory data (ωB97M-V/def2-TZVPD) for a 5-piece molecular cluster, C25H57N2O7Si overall.

The geometry in XYZ format:
```
92
Properties=species:S:1:pos:R:3:lowdin_charge:R:1
Si -1.3483 -2.9620 0.6164 0.58
O 5.1736 5.6742 -0.2309 -0.06
O 4.5845 0.7011 -3.0620 -0.07
O 1.1989 -0.2472 1.7213 -0.06
O -5.0629 -4.7892 2.8523 -0.07
O 10.0925 4.0620 -2.9532 -0.06
O 0.3115 0.4459 -0.2360 -0.04
O -4.4668 0.7513 2.2547 0.07
N -6.2278 -2.8489 0.6467 0.00
N -3.3912 -1.1152 1.3887 0.09
C -3.5276 -1.1756 -1.6341 -0.18
C 3.7235 1.8402 -2.9237 -0.50
C -6.1435 -1.2937 -1.3412 -0.20
C -2.1149 -1.2160 0.6102 -0.42
C -2.0796 0.8903 1.7352 -0.05
C 0.2302 -2.9745 -0.3972 -0.15
C -3.4474 0.2460 1.8551 -0.44
C -2.3273 -0.6541 -0.8141 -0.16
C 8.0879 2.8760 -3.6560 -0.06
C -5.6831 -7.1321 2.8051 -0.06
C 2.3689 1.4378 -2.3742 -0.07
C -0.9614 -3.4092 2.4036 -0.17
C -6.6100 -1.5439 0.1058 -0.28
C -4.8766 -0.4193 -1.4899 -0.19
C -6.7461 -5.5249 4.4345 -0.06
C 4.2842 6.7835 -0.1358 -0.51
C -6.1340 -5.7011 3.0541 -0.51
C 2.9075 6.3354 0.3273 -0.06
C -1.1704 -0.3052 1.4578 -0.22
C 4.3803 2.8956 -2.0496 -0.06
C 9.2461 2.9425 -2.6773 -0.50
C 0.2591 0.0022 0.9284 -0.69
C -2.4556 -4.3476 -0.0205 -0.18
C 8.7600 2.9739 -1.2370 -0.06
C 4.8620 7.8718 0.7555 -0.07
H 8.4468 2.8435 -4.6850 0.08
H -3.3476 -1.7024 2.2218 0.12
H -1.7903 -3.1596 3.0779 0.02
H 4.2162 7.1572 -1.1603 0.14
H -7.0662 -4.4930 4.5756 0.08
H 0.2607 -3.8645 -1.0334 0.03
H -6.0095 -5.7656 5.2075 0.08
H -4.9162 -7.4182 3.5317 0.08
H -2.6585 -4.2645 -1.0924 0.02
H -1.0590 -0.8172 2.4246 0.12
H 7.4566 3.7625 -3.5428 0.08
H -5.0019 0.2031 -2.3849 0.10
H 7.4641 2.0000 -3.4718 0.08
H -2.3752 0.4413 -0.8019 0.11
H -1.4027 -0.8674 -1.3521 0.09
H -1.8408 1.4153 2.6628 0.13
H 9.8954 2.0759 -2.8213 0.13
H -4.8267 0.2781 -0.6468 0.09
H -6.1612 -0.7851 0.7512 0.09
H 1.8970 0.6788 -2.9986 0.08
H 9.6039 3.0120 -0.5477 0.08
H 5.2555 5.2809 0.6457 0.09
H 0.3287 -2.0780 -1.0162 0.03
H -0.0648 -2.8892 2.7534 0.04
H 3.6264 2.2244 -3.9430 0.13
H 1.0956 -2.9858 0.2744 0.04
H 1.6928 2.2906 -2.3035 0.08
H 2.2059 7.1707 0.3468 0.08
H -5.4329 -2.7524 1.2611 0.03
H 4.9734 7.4985 1.7777 0.08
H 2.5126 5.5623 -0.3308 0.08
H 5.8436 8.1810 0.3961 0.08
H 4.6409 0.2918 -2.1902 0.08
H 5.3553 3.1847 -2.4440 0.05
H -6.9700 -0.8366 -1.8994 0.09
H 4.2086 8.7451 0.7854 0.08
H -0.8079 -4.4946 2.4604 0.03
H -5.9538 -3.4850 -0.0909 0.05
H 2.9664 5.9190 1.3370 0.08
H -3.3962 -4.4392 0.5244 0.01
H -4.3648 -4.9753 3.4918 0.09
H 9.5595 4.8575 -2.8406 0.08
H -7.6070 -6.1815 4.5718 0.08
H 2.4547 1.0213 -1.3683 0.07
H 4.5267 2.4973 -1.0413 0.09
H -5.9530 -2.2637 -1.8225 0.10
H -6.8654 -5.4113 2.2969 0.13
H 3.7648 3.7913 -1.9653 0.07
H 8.1366 3.8576 -1.0706 0.08
H -6.5160 -7.8309 2.8998 0.08
H -3.2296 -1.0856 -2.6870 0.10
H -7.6988 -1.4195 0.1718 0.09
H 8.1571 2.0944 -1.0077 0.08
H -2.0972 1.6157 0.9136 0.13
H -5.2574 -7.2273 1.8062 0.08
H -3.6739 -2.2461 -1.4593 0.08
H -1.8978 -5.2827 0.1321 0.03
```

Calculated values
* calculated total energy: -1912.54985 Ha
* charge: -1
* highest occupied orbital energy: -0.1870 hartree
* 2S+1: 1
* E_LUMO: 2.36 eV